Record 1
This record from OMol25 describes C28H19N3O5Pb as an isolated structure. The level of theory is ωB97M-V with the def2-TZVPD basis set.

Summary:
Total charge: -2
Strongest force on any atom, eV/Å: 0.19
LUMO level, Ha: 0.157
Energy, hartree: -1811.85260

Element x y z (Å)
Pb (0.692, 1.261, -1.328)
O (-5.717, -0.094, -0.071)
C (-4.423, 0.210, -0.411)
C (-3.822, -0.333, -1.537)
C (-2.509, 0.010, -1.818)
N (-1.829, 0.837, -1.030)
C (-2.403, 1.351, 0.056)
C (-3.711, 1.072, 0.407)
C (-1.524, 2.251, 0.939)
O (-2.049, 2.745, 1.940)
O (-0.322, 2.386, 0.552)
C (-1.800, -0.575, -3.060)
O (-2.472, -1.386, -3.721)
O (-0.637, -0.157, -3.260)
H (-6.043, -0.729, -0.717)
H (-4.323, -1.025, -2.204)
H (-4.130, 1.499, 1.306)
C (2.895, 1.429, 0.259)
C (3.405, 2.713, 0.076)
C (2.925, 3.852, 0.804)
C (3.431, 5.106, 0.602)
C (4.450, 5.349, -0.345)
C (4.909, 4.256, -1.104)
C (4.407, 2.997, -0.911)
C (4.991, 6.648, -0.531)
N (5.441, 7.704, -0.684)
H (2.327, 1.199, 1.153)
H (3.410, 0.594, -0.208)
H (2.115, 3.702, 1.507)
H (3.040, 5.939, 1.175)
H (5.677, 4.420, -1.852)
H (4.785, 2.174, -1.508)
N (0.817, -0.867, -0.691)
C (0.227, -1.747, -0.027)
C (0.428, -3.203, -0.384)
C (0.554, -3.542, -1.729)
C (0.762, -4.860, -2.104)
C (0.864, -5.856, -1.138)
C (0.739, -5.526, 0.204)
C (0.508, -4.208, 0.577)
C (-0.734, -1.488, 1.109)
C (-1.945, -2.170, 1.201)
C (-2.841, -1.881, 2.220)
C (-2.529, -0.918, 3.171)
C (-1.323, -0.236, 3.089)
C (-0.435, -0.519, 2.061)
H (0.470, -2.746, -2.461)
H (0.838, -5.114, -3.154)
H (1.032, -6.886, -1.433)
H (0.817, -6.297, 0.963)
H (0.392, -3.950, 1.624)
H (-2.191, -2.918, 0.456)
H (-3.795, -2.395, 2.262)
H (-3.239, -0.677, 3.954)
H (-1.090, 0.554, 3.790)
H (0.487, 0.042, 1.966)

Cartesian forces, eV/Å:
Pb -0.154 0.078 -0.078
O 0.005 -0.016 -0.004
C 0.020 -0.042 -0.047
C 0.001 0.027 0.064
C -0.033 -0.012 0.052
N 0.036 0.036 0.005
C 0.111 -0.024 0.011
C -0.015 -0.015 -0.001
C -0.036 -0.013 0.031
O -0.007 0.013 -0.096
O 0.013 -0.041 0.094
C 0.017 0.020 -0.050
O 0.003 0.010 0.010
O -0.027 0.000 0.025
H 0.001 0.012 0.006
H -0.003 0.010 -0.002
H 0.008 0.013 -0.002
C 0.131 -0.042 0.080
C -0.022 -0.054 -0.056
C -0.022 0.004 -0.020
C 0.001 0.001 0.002
C -0.009 0.040 0.020
C -0.008 -0.042 0.006
C 0.023 0.029 -0.003
C -0.008 -0.028 -0.005
N 0.003 0.009 0.002
H -0.049 0.068 -0.024
H -0.040 -0.012 0.022
H 0.008 -0.004 0.012
H 0.001 0.003 -0.002
H 0.001 0.005 -0.002
H -0.003 0.003 -0.002
N 0.134 -0.106 0.005
C -0.082 0.062 -0.019
C -0.014 -0.040 0.023
C -0.010 0.007 0.001
C -0.002 0.000 0.003
C -0.001 0.004 -0.002
C 0.003 -0.006 0.006
C 0.005 0.015 -0.019
C 0.024 0.017 0.000
C -0.008 -0.025 0.014
C 0.001 -0.011 -0.012
C -0.009 0.015 0.004
C 0.005 0.005 -0.067
C -0.006 0.043 0.000
H 0.016 -0.001 -0.005
H 0.001 0.003 -0.001
H 0.000 0.000 0.002
H 0.000 0.002 -0.001
H 0.001 -0.009 0.001
H 0.002 0.006 0.002
H 0.001 0.001 -0.004
H 0.004 0.001 0.005
H -0.012 0.003 0.027
H -0.004 -0.021 -0.013

Record 2
This record from OMol25 describes a 9-piece molecular cluster, C21H64N4O9 overall in a non-equilibrium geometry. The level of theory is ωB97M-V with the def2-TZVPD basis set.

Summary:
Structure (SMILES): COC[C@H](C)N.COC[C@H](C)N.COC[C@H](C)N.COC[C@H](C)N.CO.CO.CO.CO.CO
Strongest force on any atom, eV/Å: 3.92
LUMO level, Ha: 0.023
Energy, hartree: -1734.48153

Element x y z (Å)
C (-1.235, 4.610, 0.782)
O (-1.767, 3.846, -0.277)
C (-2.954, 4.395, -0.802)
C (-3.570, 3.576, -2.010)
C (-2.475, 3.255, -2.959)
N (-4.597, 4.406, -2.637)
H (-1.958, 4.395, 1.590)
H (-1.243, 5.631, 0.530)
H (-0.273, 4.211, 0.953)
H (-3.687, 4.505, 0.046)
H (-2.806, 5.469, -1.113)
H (-4.062, 2.768, -1.552)
H (-1.981, 4.109, -3.361)
H (-2.912, 2.689, -3.804)
H (-1.712, 2.688, -2.412)
H (-4.285, 5.114, -3.285)
H (-5.265, 4.754, -2.021)
C (-5.504, -0.752, 0.393)
O (-4.410, -0.207, 1.034)
C (-3.398, 0.230, 0.106)
C (-2.064, 0.220, 0.839)
C (-2.169, 1.263, 2.011)
N (-1.009, 0.520, -0.126)
H (-6.217, -1.137, 1.151)
H (-5.198, -1.530, -0.288)
H (-6.064, -0.053, -0.221)
H (-3.330, -0.427, -0.772)
H (-3.566, 1.229, -0.272)
H (-1.955, -0.747, 1.330)
H (-1.172, 1.492, 2.439)
H (-2.767, 1.020, 2.863)
H (-2.608, 2.184, 1.661)
H (-0.117, 0.496, 0.343)
H (-1.191, 1.457, -0.463)
C (3.145, -3.282, -1.130)
O (2.748, -1.933, -0.973)
C (2.024, -1.506, -2.172)
C (1.726, -0.058, -2.077)
C (0.796, 0.395, -3.240)
N (2.973, 0.745, -2.127)
H (3.551, -3.414, -2.139)
H (2.289, -4.001, -1.109)
H (3.875, -3.527, -0.362)
H (2.673, -1.751, -3.050)
H (1.246, -2.211, -2.298)
H (1.198, 0.072, -1.100)
H (1.464, 0.256, -4.097)
H (0.472, 1.443, -3.103)
H (-0.078, -0.256, -3.262)
H (3.611, 0.375, -1.405)
H (3.395, 0.690, -3.015)
C (-2.405, -2.802, -2.361)
O (-2.542, -3.046, -0.966)
C (-1.274, -3.458, -0.393)
C (-1.499, -4.515, 0.630)
C (-2.012, -3.799, 1.813)
N (-0.337, -5.422, 0.856)
H (-1.986, -1.812, -2.521)
H (-3.399, -2.773, -2.794)
H (-1.825, -3.571, -2.820)
H (-0.680, -3.759, -1.201)
H (-0.797, -2.521, 0.013)
H (-2.322, -5.077, 0.263)
H (-1.239, -3.318, 2.370)
H (-2.608, -4.327, 2.456)
H (-2.729, -3.000, 1.525)
H (-0.421, -6.071, 0.034)
H (-0.589, -6.000, 1.647)
C (3.999, 4.030, -1.418)
O (3.438, 3.485, -0.190)
H (4.316, 5.016, -1.091)
H (4.742, 3.325, -1.760)
H (3.293, 4.113, -2.272)
H (2.753, 2.883, -0.424)
C (2.122, 3.511, 3.176)
O (0.933, 2.751, 3.065)
H (1.903, 4.526, 3.569)
H (2.893, 3.053, 3.739)
H (2.557, 3.625, 2.146)
H (1.100, 1.962, 2.561)
C (5.176, -0.077, 1.421)
O (4.292, 0.950, 1.943)
H (4.990, -0.301, 0.352)
H (6.292, 0.071, 1.641)
H (4.869, -0.987, 2.016)
H (4.369, 1.761, 1.432)
C (1.462, -1.039, 2.197)
O (1.680, 0.306, 1.750)
H (1.813, -1.866, 1.474)
H (1.867, -1.228, 3.190)
H (0.410, -1.191, 2.379)
H (2.634, 0.451, 1.735)
C (3.130, -5.342, 2.873)
O (2.564, -4.555, 1.819)
H (3.614, -4.746, 3.634)
H (2.345, -5.938, 3.346)
H (3.824, -6.107, 2.552)
H (1.699, -4.886, 1.557)

Cartesian forces, eV/Å:
C -2.073 -1.729 0.263
O -0.078 -0.359 -1.647
C -0.628 0.831 0.395
C 0.630 3.637 1.314
C -0.236 -1.880 -0.372
N 0.831 -1.232 -1.380
H 0.797 0.583 0.505
H 0.220 1.538 -0.225
H 1.021 -0.183 0.633
H 0.131 -0.367 -0.587
H 0.212 -0.820 -0.138
H -0.458 -1.539 0.090
H 0.202 0.984 -0.194
H 0.512 0.015 0.329
H -0.160 -0.154 -0.453
H 0.272 -0.039 0.246
H -1.165 0.677 1.137
C -1.207 -0.376 0.176
O 1.110 0.782 -0.348
C 0.332 -1.112 0.497
C -0.922 1.089 1.265
C 1.359 0.016 -0.337
N -0.679 -0.553 0.154
H 0.547 0.063 -0.367
H 0.096 -0.750 -0.183
H -0.109 0.605 -0.112
H -0.189 -0.170 0.250
H -0.430 0.523 0.038
H 0.336 -0.275 -0.448
H -0.381 -0.044 -0.440
H -0.599 -0.899 0.339
H 0.075 0.495 -0.441
H 0.295 0.273 0.164
H 0.340 0.252 0.002
C -0.472 -0.223 -0.473
O -0.417 0.220 -0.910
C 2.405 -1.397 0.317
C -0.962 1.075 0.220
C 0.992 -0.259 1.165
N -0.999 -0.102 2.488
H 0.468 -0.039 0.082
H 0.322 0.529 0.433
H -0.164 -0.064 -0.025
H -0.053 0.529 0.321
H -1.716 -0.278 0.053
H 0.664 0.246 -0.741
H -0.718 0.286 -0.492
H 0.318 -0.513 -0.225
H 0.040 0.076 -0.279
H -0.292 0.266 -0.724
H 0.631 -0.248 -1.178
C -0.879 0.805 0.927
O 0.510 -0.655 0.108
C -0.332 2.431 -0.268
C -0.054 0.081 0.090
C -0.263 2.093 -0.162
N -0.648 -0.162 -1.372
H 0.468 0.147 -0.150
H -0.215 -0.188 -0.027
H 0.471 -0.503 -0.555
H 1.212 -0.845 -1.124
H -0.175 -0.914 -0.065
H -0.821 -0.781 -0.583
H 0.769 0.370 0.458
H -1.128 -2.006 1.815
H 0.595 -0.253 -0.319
H 0.653 0.630 1.112
H 0.036 -0.147 0.241
C -1.063 -0.475 0.652
O 0.609 0.818 -0.376
H 0.583 -0.048 -0.565
H 0.786 0.304 -0.085
H -0.042 0.068 0.800
H -0.811 -0.922 -0.417
C -0.295 0.833 -2.142
O -0.405 1.002 0.916
H -0.033 -0.740 -0.151
H 0.614 -0.615 1.034
H -0.223 0.305 0.741
H 0.339 -0.819 -0.343
C 0.154 -0.923 1.167
O 0.894 -0.540 -0.394
H 0.182 0.276 0.509
H -1.646 0.253 -0.416
H 0.416 0.819 -0.804
H 0.142 0.246 -0.243
C 0.294 -1.051 -0.623
O -0.681 -0.895 -0.072
H -0.334 1.491 0.931
H 0.623 0.128 0.012
H -0.637 0.186 -0.395
H 0.452 0.168 0.063
C -1.278 -0.600 -0.256
O 1.005 0.071 0.478
H 0.009 0.474 -0.011
H -0.137 0.216 0.321
H 0.498 0.076 -0.615
H -0.263 -0.198 -0.008

Record 3
This record from OMol25 describes a 2-piece molecular cluster, C4H11N2O overall in a non-equilibrium geometry. The level of theory is ωB97M-V with the def2-TZVPD basis set.

Summary:
Total charge: +1
Strongest force on any atom, eV/Å: 1.95
LUMO level, Ha: -0.136
Energy, hartree: -343.49487

Element x y z (Å)
N (-0.807, -1.744, 0.100)
C (-0.872, -1.751, -1.211)
N (-0.026, -2.333, -2.042)
H (-0.130, -2.336, 0.545)
H (-1.183, -0.914, 0.580)
H (-1.618, -1.154, -1.762)
H (-0.062, -2.049, -3.002)
H (0.811, -2.746, -1.702)
C (1.760, 1.872, 0.525)
C (0.266, 1.634, 0.515)
C (-0.410, 1.019, 1.517)
O (-1.725, 0.602, 1.329)
H (1.980, 2.916, 0.188)
H (2.194, 1.712, 1.534)
H (2.291, 1.158, -0.150)
H (-0.348, 1.966, -0.353)
H (0.031, 0.793, 2.518)
H (-2.151, 1.354, 0.871)

Cartesian forces, eV/Å:
N -0.193 -0.035 -1.384
C 0.323 0.889 -0.676
N -0.797 0.319 0.713
H 0.295 0.014 0.387
H -0.553 -0.363 0.227
H 0.137 -0.151 0.904
H -0.046 -0.316 -0.338
H 0.661 -0.495 0.094
C 0.150 0.503 -0.013
C -0.639 -0.715 1.012
C 1.699 0.693 -0.655
O -0.221 0.946 0.112
H 0.021 -0.905 0.297
H -0.347 0.205 -0.539
H -0.476 0.592 0.293
H 0.676 -0.407 0.374
H -0.502 -0.064 -1.041
H -0.189 -0.709 0.233

| no. | frontier orbital gap (eV) |
| --- | --- |
| 1 | 5.38 |
| 2 | 9.43 |
| 3 | 8.97 |